No. 1
Below is one molecule with the formula C4H6ClN in a non-equilibrium geometry, with properties calculated with wB97M-V/def2-TZVPD.

The geometry in ORCA input format:
```
! wB97M-V def2-TZVPD RIJCOSX def2/J DEFGRID3
* xyz 0 1
C -0.1504 -0.8718 -0.4773
C 0.8028 0.2006 -0.3370
C -1.1151 -1.3921 0.4349
C 0.4651 1.5989 -0.1725
N 0.4230 -0.5426 -1.5473
Cl 2.3762 -0.3103 0.4830
H -2.0074 -1.3509 -0.0272
H -0.9255 -0.9295 1.3433
H -1.0142 -2.5164 0.6848
H 1.0635 2.2049 -0.8738
H 0.6595 2.0533 0.8733
H -0.5774 1.8560 -0.3843
*
```

Computed properties:
SMILES: CC1=N[C@]1(C)Cl
ΔE to the lowest compared entry with this formula, charge and spin: 195.6 kJ/mol
max |F|: 0.09547 hartree/bohr

=====

No. 2
Below is C8H9BF4I2IrLuO4S as an isolated structure in a non-equilibrium geometry, with properties calculated with wB97M-V/def2-TZVPD.

The geometry in ORCA input format:
```
! wB97M-V def2-TZVPD RIJCOSX def2/J DEFGRID3
* xyz 4 5
I 3.0492 2.4034 0.5589
I -3.2849 0.5994 -1.9219
Ir -1.1693 -0.7455 -1.1969
Lu 0.7084 0.8732 0.3709
S 0.0486 1.0025 -2.1533
C 2.2814 -1.0016 0.3166
C 1.2309 -0.3575 2.4945
C 1.2716 0.3255 -3.4053
C 0.5823 0.6337 -4.7381
C 1.5093 -1.1607 -3.2337
C 2.5628 1.1207 -3.2449
C -1.7737 -0.9885 0.5701
C -1.1661 -2.5880 -1.5894
O 1.4862 -0.8900 3.4813
O 3.0066 -1.8921 0.3819
O -2.2540 -1.1782 1.6130
O -1.2052 -3.7381 -1.7845
H 1.2135 0.3037 -5.5727
H 0.4109 1.7128 -4.8364
H -0.3777 0.1101 -4.8109
H 2.1414 -1.4957 -4.0709
H 0.5583 -1.7094 -3.2588
H 2.0279 -1.3677 -2.2887
H 3.2671 0.8188 -4.0314
H 3.0340 0.9409 -2.2714
H 2.3749 2.1975 -3.3276
F -0.7730 1.5889 1.5331
B -1.5661 3.0438 2.5942
F -1.7630 2.3229 3.7202
F -0.5026 3.8823 2.5279
F -2.6169 3.2701 1.7761
*
```

Computed properties:
⟨S²⟩: 6.030
ΔE to the lowest compared entry with this formula, charge and spin: 0.0 kJ/mol
max |F|: 0.15551 hartree/bohr

=====

No. 3
Below is C18H18ClIrN3O9P2S2 as an isolated structure in a non-equilibrium geometry, with properties calculated with wB97M-V/def2-TZVPD.

The geometry in ORCA input format:
```
! wB97M-V def2-TZVPD RIJCOSX def2/J DEFGRID3
* xyz 0 2
Ir 0.2831 0.0444 1.5376
O 1.7426 -1.5743 5.3265
P 1.1335 -0.2358 4.7241
O 0.5604 0.6584 5.7201
O 0.2478 -0.6793 3.5102
O 2.3938 0.4400 3.9496
P 3.1792 -0.3197 2.7747
O 4.5555 0.4810 2.7675
O 3.3430 -1.7639 3.1113
O 2.4395 0.0256 1.4877
H 2.3544 -1.9641 4.6624
H 5.2294 0.0016 3.2619
O -0.6705 0.9704 -3.8771
C -0.0787 2.1581 -3.4830
C 0.0073 3.1728 -4.4116
C 0.6172 4.3715 -4.0665
C 1.1311 4.5554 -2.7908
C 1.0563 3.5353 -1.8594
C 0.4702 2.3132 -2.1996
C 0.4703 1.2311 -1.2146
O 0.1368 2.5398 0.7344
N 0.6941 -1.1972 -1.1068
N 0.4254 -1.2743 0.1738
C 0.4122 -2.5895 0.5512
S 0.6167 -3.8089 -0.6462
C 0.1768 -5.1594 0.4792
C 0.6764 -4.7733 1.8510
S 0.2225 -3.0439 2.1703
H -1.3125 0.6813 -3.2071
H -0.4226 3.0133 -5.3910
H 0.6802 5.1682 -4.7957
H 1.5959 5.4936 -2.5215
H 1.4611 3.6685 -0.8675
H 0.6578 -6.0650 0.1126
H -0.9048 -5.2917 0.4593
H 1.7625 -4.8397 1.9253
H 0.2233 -5.3743 2.6382
N 0.6893 0.0079 -1.6472
C 0.2869 1.4448 0.2231
H 0.8392 -0.0705 -2.6509
Cl -4.1407 0.9740 -3.7953
C -3.4597 0.6427 -2.2254
C -3.1219 -0.6564 -1.8807
C -2.5991 -0.9122 -0.6179
C -2.3995 0.1051 0.3138
C -1.7578 -0.1486 1.6398
C -2.7567 1.4058 -0.0662
C -3.2761 1.6819 -1.3196
H -3.2833 -1.4608 -2.5869
H -2.3503 -1.9348 -0.3532
H -1.9802 -1.1353 2.0546
H -2.0995 0.5780 2.3835
H -2.6087 2.2178 0.6345
H -3.5489 2.6916 -1.5966
*
```

Computed properties:
⟨S²⟩: 0.772
ΔE to the lowest compared entry with this formula, charge and spin: 182.8 kJ/mol
max |F|: 0.02477 hartree/bohr

=====

No. 4
Below is a 4-piece molecular cluster, C3H11NO3 overall in a non-equilibrium geometry, with properties calculated with wB97M-V/def2-TZVPD.

The geometry in ORCA input format:
```
! wB97M-V def2-TZVPD RIJCOSX def2/J DEFGRID3
* xyz 0 1
C -1.5277 0.5795 1.0562
C -1.7505 1.4411 0.0845
C -0.8347 -1.6232 1.0614
N -0.5384 -0.4177 1.2442
H -2.1279 0.6397 1.9583
H -1.3101 1.5226 -0.9074
H -2.5416 2.1842 0.0956
H -0.2839 -2.4821 1.4330
H -1.8681 -1.9015 0.8113
H 1.7140 0.9461 1.2129
H 3.1016 0.2385 1.3425
O 2.6286 0.9238 0.8884
H 0.2457 -0.8283 -1.6068
H -1.2318 -1.1461 -2.0473
O -0.4186 -1.5418 -1.7127
H 1.8506 0.9283 -2.4314
H 1.8762 0.5808 -0.8753
O 1.3214 0.6217 -1.6909
*
```

Computed properties:
SMILES: C=CN=C.O.O.O
ΔE to the lowest compared entry with this formula, charge and spin: 248.1 kJ/mol
max |F|: 0.04078 hartree/bohr

=====

No. 5
Below is a 4-piece molecular cluster, C2H10O3 overall in a non-equilibrium geometry, with properties calculated with wB97M-V/def2-TZVPD.

The geometry in ORCA input format:
```
! wB97M-V def2-TZVPD RIJCOSX def2/J DEFGRID3
* xyz 0 1
C 0.8028 -3.5867 -2.8121
C 1.4592 -3.2778 -1.7040
H -0.0554 -3.0626 -3.2005
H 1.0518 -4.5194 -3.3256
H 1.0862 -2.4852 -1.0567
H 2.4045 -3.6228 -1.3522
H -0.7952 1.4977 0.9363
H -1.3820 2.7311 1.5801
O -0.6004 2.4140 1.1455
H -1.0007 3.9533 -0.0782
H -2.2707 4.8443 -0.0482
O -1.7637 4.2393 -0.5956
H 0.7231 -0.1033 4.0778
H 0.3125 0.9046 3.0032
O 0.0279 0.0736 3.4302
*
```

Computed properties:
SMILES: C=C.O.O.O
ΔE to the lowest compared entry with this formula, charge and spin: 102.1 kJ/mol
max |F|: 0.03416 hartree/bohr

=====

No. 6
Below is one molecule with the formula C3HClF6S in a non-equilibrium geometry, with properties calculated with wB97M-V/def2-TZVPD.

The geometry in ORCA input format:
```
! wB97M-V def2-TZVPD RIJCOSX def2/J DEFGRID3
* xyz 0 3
C -0.0029 -0.2501 0.3306
C -1.4990 -0.0785 0.3467
C 0.4440 -0.7019 -1.0461
F -1.9398 0.6238 1.3109
F -1.9671 -1.3142 0.4447
F -1.9307 0.4048 -0.8112
F -0.1377 -1.8363 -1.4406
F 0.2409 0.3013 -2.0213
F 1.7609 -1.0594 -1.0603
S 1.0620 0.5668 1.4555
Cl 1.7683 2.8580 1.7035
H 2.2010 0.4858 0.7875
*
```

Computed properties:
calculated total energy: -42786.6296 eV
⟨S²⟩: 2.008
max |F|: 0.05665 hartree/bohr